No. 1
Here is C19H37Cl18InNO2 as an isolated structure in a non-equilibrium geometry from OMol25. Energies are from wB97M-V/def2-TZVPD.

The total energy is -256464.9066 eV. The value obtained for the HOMO-LUMO gap is 6.44 eV. The net charge is -1. As for the strongest force on any atom: 1.644 eV Å⁻¹.

Cartesian coordinates (Å):
C 5.4272 2.5453 -0.7481
C 4.0877 2.7344 -1.4727
C 3.4869 1.4427 -2.0857
C 4.5401 0.4515 -2.6775
In 2.1005 0.3643 -0.6854
C 2.1399 -1.8840 -0.8709
C 0.7809 -2.3971 -1.4009
O 0.4641 -1.8273 -2.6696
C 0.7054 -3.9357 -1.5116
N 1.6175 -4.5379 -2.4899
O 0.1342 0.9379 -1.1870
C -0.6575 1.0991 -0.0459
C -2.1451 1.1502 -0.4333
C -2.9940 1.2702 0.8769
C -2.4996 2.2800 -1.4299
C -1.4781 3.4310 -1.4777
C -2.7486 1.7410 -2.8566
H 5.7012 3.4676 -0.2199
H 6.2495 2.3476 -1.4453
H 5.3942 1.7356 -0.0129
H 4.1638 3.5294 -2.2307
H 3.3833 3.1248 -0.7235
H 2.8621 1.7622 -2.9314
H 5.5575 0.8518 -2.7395
H 4.2549 0.1966 -3.7088
H 4.5497 -0.4966 -2.1286
H 2.4208 0.9431 0.9721
H 2.9500 -2.2850 -1.4942
H 2.1997 -2.2581 0.1618
H -0.0046 -2.0944 -0.6935
H 1.3076 -1.6912 -3.1117
H 0.8317 -4.4172 -0.5350
H -0.3113 -4.1815 -1.8559
H 1.4841 -4.0530 -3.3686
H 2.5715 -4.4175 -2.1739
H -0.5473 0.1919 0.5901
H -0.3719 1.9643 0.5828
H -2.3713 0.1733 -0.8809
H -2.3245 1.0244 1.7123
H -3.8613 0.6174 0.8781
H -3.2436 2.3315 0.9792
H -3.4467 2.7286 -1.0822
H -1.3193 3.8508 -0.4801
H -0.5138 3.1012 -1.8742
H -1.8564 4.1844 -2.1810
H -2.7530 2.5720 -3.5676
H -3.6993 1.1949 -2.8808
H -1.9596 1.0209 -3.0969
C 1.6882 -0.9676 4.1641
Cl 1.4579 0.7788 4.0890
Cl 0.6746 -1.7901 2.9775
Cl 3.3884 -1.3817 3.9140
H 1.3940 -1.3030 5.1497
C -3.1523 -3.5905 3.1596
Cl -2.9453 -2.6984 4.6712
Cl -2.4516 -2.7145 1.8019
Cl -2.4263 -5.1956 3.2640
H -4.2126 -3.7057 2.9773
C -6.3604 2.8686 0.0028
Cl -8.0397 3.4313 -0.0010
Cl -5.5396 3.3744 1.4813
Cl -6.2974 1.1161 -0.1936
H -5.8505 3.3204 -0.8389
C -5.8771 7.2669 2.7700
Cl -6.0641 9.0179 2.6071
Cl -6.9022 6.4136 1.6169
Cl -4.1878 6.7980 2.5700
H -6.1884 6.9879 3.7679
C -1.2315 -7.4301 -0.0970
Cl -0.4772 -7.8908 1.4346
Cl -2.2607 -8.7355 -0.6997
Cl -2.1483 -5.9383 0.0833
H -0.4457 -7.2579 -0.8216
C 6.7540 -2.6042 2.5512
Cl 8.2227 -3.5906 2.5380
Cl 6.5405 -1.8208 4.1199
Cl 6.7864 -1.4098 1.2564
H 5.9073 -3.2583 2.3853

No. 2
Here is a 7-piece molecular cluster, C22H62N4O7 overall in a non-equilibrium geometry from OMol25. Energies are from wB97M-V/def2-TZVPD.

The total energy is -44107.9141 eV. The value obtained for the HOMO-LUMO gap is 8.93 eV. As for the strongest force on any atom: 2.877 eV Å⁻¹.

Cartesian coordinates (Å):
C 2.9147 1.2209 -2.4506
O 3.3497 1.1727 -3.8469
C 4.2292 0.1507 -4.2660
C 4.3627 0.1272 -5.7757
C 5.1998 -1.0785 -6.1380
N 5.0296 1.3541 -6.1092
H 3.6073 1.2455 -1.6093
H 2.2057 0.4256 -2.2204
H 2.4343 2.1938 -2.3460
H 5.1655 0.3337 -3.7387
H 3.8640 -0.7574 -3.7864
H 3.3946 0.0284 -6.2668
H 6.1671 -1.1596 -5.6422
H 5.3256 -1.0054 -7.2183
H 4.6841 -2.0342 -6.0437
H 5.9580 1.2767 -5.7192
H 4.5484 2.0492 -5.5564
C 2.6789 -2.4987 -1.4887
O 2.4502 -2.4338 -0.0754
C 2.6411 -3.6963 0.5664
C 2.6272 -3.3712 2.0871
C 3.6907 -2.3568 2.5274
N 2.8474 -4.6040 2.8531
H 2.3117 -1.6214 -2.0212
H 2.1857 -3.4124 -1.8204
H 3.7120 -2.6173 -1.8156
H 1.7953 -4.3240 0.2858
H 3.5924 -4.1556 0.2974
H 1.6214 -3.0325 2.3358
H 4.7353 -2.6616 2.4639
H 3.5872 -2.1750 3.5971
H 3.4085 -1.4089 2.0693
H 3.7463 -4.9672 2.5700
H 2.9911 -4.3696 3.8249
C -1.3345 0.5598 -4.7327
O -2.1898 0.3846 -3.6306
C -1.8972 1.3081 -2.5249
C -3.0414 1.1870 -1.4772
C -4.3532 1.7278 -2.0469
N -2.7212 1.9594 -0.3083
H -0.2874 0.3829 -4.4868
H -1.4792 1.5515 -5.1612
H -1.6785 -0.1947 -5.4402
H -1.0014 1.0191 -1.9752
H -1.7478 2.3186 -2.9053
H -3.0515 0.1278 -1.2202
H -5.0685 1.7085 -1.2246
H -4.7312 1.1012 -2.8547
H -4.1894 2.6866 -2.5387
H -2.4441 2.8436 -0.7100
H -1.8570 1.5730 0.0437
C -8.0169 -0.1570 0.3831
O -6.8850 -0.7694 1.0991
C -5.8436 0.1721 1.4163
C -4.6971 -0.4581 2.1143
C -4.8983 -0.8285 3.6056
N -3.5477 0.4850 2.1901
H -8.7831 -0.9205 0.2483
H -7.6610 0.2344 -0.5699
H -8.5249 0.6647 0.8881
H -5.5086 0.5930 0.4683
H -6.1646 1.0058 2.0408
H -4.3962 -1.3142 1.5105
H -5.4893 -1.7402 3.6929
H -5.3840 -0.0157 4.1456
H -3.9900 -1.1376 4.1228
H -3.3220 0.7936 1.2552
H -2.7323 0.0301 2.5752
C -1.3379 -2.8892 1.9188
C -1.0826 -2.4461 3.3793
O -1.1423 -1.0545 3.4023
H -2.2646 -2.4262 1.5798
H -1.3801 -3.9772 1.8680
H -0.5129 -2.5487 1.2930
H -0.0690 -2.7700 3.6154
H -1.8615 -2.8660 4.0158
H -0.9860 -0.8065 4.3164
C 1.9969 4.2040 4.6285
C 1.8991 5.2844 3.5854
O 2.8819 5.1211 2.6168
H 1.0731 4.1624 5.2056
H 2.9069 4.3746 5.2038
H 2.1228 3.1887 4.2525
H 2.1006 6.2352 4.0788
H 0.9593 5.4288 3.0524
H 2.8837 5.9245 2.0913
C 1.2857 1.2901 1.9398
C 0.8775 0.4652 0.7381
O -0.5092 0.4542 0.7571
H 2.3626 1.3373 2.1020
H 0.8385 0.9464 2.8725
H 0.9436 2.3209 1.8484
H 1.3740 -0.5040 0.7858
H 1.1765 0.8539 -0.2354
H -0.6813 -0.0230 1.5722